Arrangement 1

16
Properties=species:S:1:pos:R:3 method="wB97M-V/def2-TZVPD" mol_weight_da=107.11 homo_energy_ha=-0.378 smiles="CCNC(=O)O.O" orbital_gap_ev=10.75
C 0.757 -1.264 -2.009
C -0.126 -0.108 -1.673
N -0.251 0.368 -0.255
C -0.527 -0.842 0.616
O -1.272 -1.795 0.291
O -0.168 -0.556 1.976
H 1.078 -2.061 -1.494
H 1.579 -0.841 -2.549
H 0.183 -1.835 -2.805
H -1.055 -0.521 -1.921
H -0.044 0.885 -2.203
H 0.581 0.818 0.155
H -0.174 0.395 2.000
O -0.036 2.634 3.004
H 0.431 2.219 3.763
H -0.957 2.503 3.103


Arrangement 2

16
Properties=species:S:1:pos:R:3 method="wB97M-V/def2-TZVPD" mol_weight_da=107.11 homo_energy_ha=-0.377 smiles="CCNC(=O)O.O" orbital_gap_ev=10.88
C 1.310 1.593 -0.245
C 0.224 1.117 -1.215
N 0.346 -0.343 -1.433
C -0.161 -1.178 -0.494
O -0.699 -0.877 0.545
O 0.185 -2.464 -0.767
H 1.336 2.679 -0.169
H 2.255 1.217 -0.609
H 1.049 1.198 0.735
H 0.320 1.507 -2.228
H -0.779 1.310 -0.843
H 1.265 -0.591 -1.762
H -0.192 -3.030 -0.079
O -2.099 -0.398 3.063
H -2.747 -1.086 3.231
H -1.613 -0.653 2.268


Arrangement 3

16
Properties=species:S:1:pos:R:3 method="wB97M-V/def2-TZVPD" mol_weight_da=107.11 homo_energy_ha=-0.362 smiles="NCCOC=O.O" orbital_gap_ev=10.68
N -0.144 -2.987 -0.523
C 0.564 -2.002 0.365
C 0.987 -0.751 -0.451
O -0.113 0.198 -0.680
C -0.629 0.936 0.325
O -1.572 1.650 0.221
H -0.328 -3.819 0.049
H -1.059 -2.660 -0.852
H -0.127 -1.717 1.181
H 1.441 -2.498 0.824
H 1.609 -0.115 0.207
H 1.564 -0.942 -1.377
H -0.076 0.834 1.279
O -0.798 4.613 0.201
H -0.988 3.930 -0.481
H -0.333 5.329 -0.288


Most stable one: arrangement 2, least stable one: arrangement 1.


Arrangement 1

16
Properties=species:S:1:pos:R:3 method="wB97M-V/def2-TZVPD" mol_weight_da=107.11 homo_energy_ha=-0.351 smiles="NC(=O)CCO.O" orbital_gap_ev=10.45
N -0.112 -0.548 0.815
C -0.161 0.671 0.279
O 0.845 1.267 -0.070
C -1.568 1.305 -0.016
C -1.555 2.348 -1.240
O -2.688 3.095 -1.259
H 0.795 -1.010 0.921
H -0.946 -0.953 1.248
H -2.334 0.506 -0.047
H -1.823 1.983 0.821
H -0.729 3.079 -1.151
H -1.452 1.841 -2.219
H -2.704 3.566 -2.118
O 4.541 -5.422 1.379
H 5.433 -5.473 1.793
H 4.459 -6.257 0.865


Arrangement 2

16
Properties=species:S:1:pos:R:3 method="wB97M-V/def2-TZVPD" mol_weight_da=107.11 homo_energy_ha=-0.354 smiles="CCNC(=O)O.O" orbital_gap_ev=10.30
C -0.771 -2.320 2.085
C 0.253 -1.546 1.297
N -0.417 -0.924 0.065
C 0.325 -0.219 -0.854
O 1.317 0.412 -0.653
O -0.353 -0.512 -2.046
H -0.477 -3.379 2.191
H -0.912 -1.969 3.105
H -1.703 -2.423 1.530
H 0.785 -0.679 1.650
H 0.922 -2.261 0.816
H -1.302 -1.300 -0.215
H 0.178 -0.421 -2.840
O -0.135 4.359 -0.168
H 0.339 4.357 0.667
H -0.760 3.652 0.011


Most stable one: arrangement 2, least stable one: arrangement 1.


Arrangement 1

14
Properties=species:S:1:pos:R:3 method="wB97M-V/def2-TZVPD" mol_weight_da=120.10 homo_energy_ha=-0.335 orbital_gap_ev=10.15
C 1.803 1.038 0.747
C -0.614 0.409 0.259
C -0.004 -0.570 -0.382
C -1.094 1.567 -0.663
C 0.481 -1.817 0.175
O 2.253 0.216 1.410
F -0.983 0.362 1.534
F -0.040 -0.466 -1.744
H -2.034 1.311 -1.105
H -0.405 1.818 -1.456
H -1.065 2.443 0.013
H 1.600 -1.795 0.297
H 0.017 -2.666 -0.291
H 0.085 -1.850 1.206


Arrangement 2

14
Properties=species:S:1:pos:R:3 method="wB97M-V/def2-TZVPD" mol_weight_da=120.10 homo_energy_ha=-0.358 orbital_gap_ev=10.47
C -1.034 -0.144 -0.589
C -0.968 -0.152 0.982
C 0.265 0.127 1.277
C 1.125 0.796 0.308
C 0.226 0.655 -1.045
H -1.104 -1.809 -1.919
H -2.003 0.276 -0.702
H -1.873 -0.867 1.458
H 1.221 2.024 0.728
H 2.479 0.354 0.146
H -0.176 1.712 -1.137
O -1.014 -1.596 -0.918
F 0.611 0.058 2.580
F 0.710 0.318 -2.229


Most stable one: arrangement 1, least stable one: arrangement 2.


Arrangement 1

17
Properties=species:S:1:pos:R:3 method="wB97M-V/def2-TZVPD" mol_weight_da=119.12 homo_energy_ha=-0.326 smiles="CON=C(OC)OC" orbital_gap_ev=9.79
C -1.909 0.470 1.706
O -1.275 0.130 0.392
N 0.118 -0.443 0.564
C 0.783 -0.130 -0.580
O 0.237 0.258 -1.742
C -1.217 -0.039 -1.984
O 2.067 -0.155 -0.806
C 2.772 -0.305 0.483
H -1.709 -0.409 2.424
H -3.032 0.776 1.420
H -1.477 1.394 2.123
H -1.235 -1.290 -2.075
H -1.324 0.664 -3.113
H -1.841 0.308 -1.214
H 3.824 -0.790 0.152
H 3.088 0.631 1.118
H 2.130 -1.069 1.130


Arrangement 2

17
Properties=species:S:1:pos:R:3 method="wB97M-V/def2-TZVPD" mol_weight_da=119.12 homo_energy_ha=-0.350 smiles="CCC(O)(O)NC=O" orbital_gap_ev=10.26
C 0.119 -1.884 1.163
C -0.547 -0.533 0.968
C -0.369 0.067 -0.648
O -0.067 -0.963 -1.518
O -1.398 0.809 -1.049
N 0.871 0.849 -0.486
C 0.921 2.175 -0.545
O -0.085 2.881 -0.787
H -0.147 -2.565 0.352
H 1.204 -1.778 1.198
H -0.201 -2.344 2.100
H -1.630 -0.631 1.068
H -0.264 0.163 1.761
H -0.753 -0.994 -2.199
H -1.006 1.892 -1.197
H 1.465 0.234 0.103
H 1.888 2.622 -0.283


Most stable one: arrangement 2, least stable one: arrangement 1.


Arrangement 1

17
Properties=species:S:1:pos:R:3 method="wB97M-V/def2-TZVPD" mol_weight_da=119.12 homo_energy_ha=-0.365 smiles="O=CCCNC=O.O" orbital_gap_ev=10.56
O 2.473 -2.037 -1.233
C 2.450 -0.839 -1.342
C 1.233 -0.030 -0.987
C 0.115 -0.829 -0.311
N -0.444 -0.031 0.800
C -1.182 -0.671 1.743
O -2.014 -0.142 2.450
H 3.330 -0.342 -1.777
H 1.548 0.818 -0.365
H 0.810 0.521 -1.835
H -0.699 -1.068 -0.991
H 0.533 -1.743 0.103
H -0.735 0.921 0.577
H -0.949 -1.743 1.852
O -2.233 2.408 0.061
H -2.735 1.992 0.766
H -1.501 2.814 0.489


Arrangement 2

17
Properties=species:S:1:pos:R:3 method="wB97M-V/def2-TZVPD" mol_weight_da=119.12 homo_energy_ha=-0.346 smiles=N[C@@H]1[C@@H](O)[C@H](O)[C@H]1O orbital_gap_ev=10.06
N -1.640 1.272 0.378
C -0.633 0.566 -0.226
C -0.579 -0.944 0.151
O -1.718 -1.504 -0.569
C 0.943 -0.899 -0.368
O 1.832 -1.566 0.425
C 0.825 0.595 0.090
O 1.483 1.629 -0.551
H -1.463 0.980 1.382
H -1.213 2.239 0.267
H -0.676 0.570 -1.233
H -0.609 -1.077 1.204
H -2.542 -0.834 -0.319
H 0.786 -1.155 -1.507
H 1.844 -2.346 -0.004
H 0.972 0.501 1.147
H 2.388 1.973 -0.266


Arrangement 3

17
Properties=species:S:1:pos:R:3 method="wB97M-V/def2-TZVPD" mol_weight_da=119.12 homo_energy_ha=-0.370 smiles="CCC(=O)NC(O)O" orbital_gap_ev=10.80
C -2.393 0.341 -0.567
C -1.587 -0.095 0.654
C -0.113 0.477 0.538
O 0.202 1.625 0.759
N 0.688 -0.488 0.069
C 2.041 -0.223 -0.437
O 2.729 0.587 0.446
O 2.697 -1.421 -0.588
H -3.442 0.076 -0.445
H -2.007 -0.141 -1.468
H -2.328 1.418 -0.695
H -1.996 0.374 1.551
H -1.668 -1.176 0.814
H -0.015 -1.275 -0.131
H 1.963 0.236 -1.439
H 2.149 1.340 0.670
H 3.078 -1.655 0.269


Most stable one: arrangement 3, least stable one: arrangement 2.


Arrangement 1

17
Properties=species:S:1:pos:R:3 method="wB97M-V/def2-TZVPD" mol_weight_da=119.12 homo_energy_ha="-0.329 / -0.329" smiles="C/C(O)=N/O.CC=O" orbital_gap_ev="8.10 / 8.25"
C -0.805 1.422 0.589
C 0.441 0.631 0.279
O 1.270 0.461 1.386
N 1.110 1.046 -0.862
O 2.437 0.950 -0.747
H -1.272 1.788 -0.325
H -1.532 0.763 1.066
H -0.600 2.263 1.257
H 0.955 0.979 2.139
H 2.602 0.394 0.058
C -1.231 -1.429 -0.978
C 0.098 -1.369 -0.236
O 1.166 -1.625 -0.911
H -2.052 -1.149 -0.313
H -1.404 -2.461 -1.287
H -1.197 -0.775 -1.851
H 0.014 -1.888 0.738


Arrangement 2

17
Properties=species:S:1:pos:R:3 method="wB97M-V/def2-TZVPD" mol_weight_da=119.12 homo_energy_ha=-0.393 smiles="CCC(=O)NC=O.O" orbital_gap_ev=11.26
C -2.108 0.367 1.655
C -1.619 -1.012 1.271
C -0.103 -0.951 1.090
O 0.747 -1.196 1.886
N 0.284 -0.458 -0.175
C -0.455 0.240 -1.141
O 0.021 1.129 -1.780
H -3.105 0.492 2.073
H -1.437 0.930 2.306
H -2.125 0.979 0.746
H -1.797 -1.674 2.124
H -2.054 -1.524 0.415
H 1.249 -0.151 -0.257
H -1.475 -0.160 -1.198
O 2.805 1.280 -2.295
H 2.610 2.087 -1.827
H 2.073 0.718 -2.025


Most stable one: arrangement 2, least stable one: arrangement 1.


Arrangement 1

17
Properties=species:S:1:pos:R:3 method="wB97M-V/def2-TZVPD" mol_weight_da=119.12 homo_energy_ha=-0.370 smiles="NC(=O)O.C=CCO" orbital_gap_ev=10.53
N -0.419 -2.149 0.286
C -1.584 -1.471 -0.035
O -2.491 -1.257 0.717
O -1.646 -1.080 -1.325
H -0.422 -2.478 1.238
H 0.451 -1.710 0.013
H -0.849 -1.378 -1.784
C -0.543 1.320 1.149
C -0.003 1.363 -0.052
C 1.465 1.335 -0.324
O 1.792 -0.019 -0.682
H -1.612 1.222 1.263
H 0.052 1.357 2.050
H -0.632 1.355 -0.945
H 1.696 1.999 -1.157
H 2.035 1.644 0.553
H 2.711 -0.054 -0.964


Arrangement 2

17
Properties=species:S:1:pos:R:3 method="wB97M-V/def2-TZVPD" mol_weight_da=119.12 homo_energy_ha=-0.351 smiles="C[C@@H](O)[C@H](N)C(=O)O" orbital_gap_ev=10.06
C -2.142 1.248 -0.003
C -0.599 0.971 -0.442
O 0.115 2.163 -0.476
C 0.141 -0.080 0.499
N 1.234 0.661 1.129
C 0.433 -1.359 -0.183
O 1.556 -1.565 -0.616
O -0.525 -2.231 -0.055
H -2.332 1.408 1.073
H -2.525 0.255 -0.442
H -2.649 2.080 -0.574
H -0.580 0.651 -1.497
H 0.549 2.056 0.500
H -0.586 -0.306 1.217
H 1.651 0.022 1.866
H 1.928 0.634 0.400
H -0.254 -3.041 -0.498


Arrangement 3

17
Properties=species:S:1:pos:R:3 method="wB97M-V/def2-TZVPD" mol_weight_da=119.12 homo_energy_ha=-0.345 smiles="COC(OC)C(N)=O" orbital_gap_ev=10.28
C 1.570 -0.268 -1.611
O -0.021 0.204 -1.476
C -0.205 0.508 -0.169
O 0.578 -0.478 0.554
C 0.916 -0.147 1.892
C -1.674 0.365 0.292
N -2.454 -0.271 -0.598
O -2.037 0.784 1.373
H 1.481 -0.589 -2.642
H 2.041 -1.072 -1.050
H 2.103 0.674 -1.520
H 0.174 1.510 0.118
H 1.438 -1.013 2.300
H 1.559 0.742 1.922
H 0.010 0.042 2.476
H -2.046 -0.590 -1.461
H -3.433 -0.401 -0.400


Most stable one: arrangement 1, least stable one: arrangement 3.


Arrangement 1

8
Properties=species:S:1:pos:R:3 method="wB97M-V/def2-TZVPD" mol_weight_da=82.06 homo_energy_ha="-0.327 / -0.327" orbital_gap_ev="8.82 / 8.82"
C -0.344 -0.144 -0.535
C -0.031 0.498 0.602
C 1.823 -2.916 -0.286
N 0.915 -0.607 -0.599
N 1.076 -1.994 -0.512
O 2.237 -3.982 -0.034
H -1.091 -0.287 -1.140
H 0.631 1.058 1.201


Arrangement 2

8
Properties=species:S:1:pos:R:3 method="wB97M-V/def2-TZVPD" mol_weight_da=82.06 homo_energy_ha=-0.396 smiles="O=C1C=NC=N1" orbital_gap_ev=9.13
O 1.443 1.718 0.071
C 0.629 0.842 0.080
C 0.712 -0.551 -0.544
N -0.372 -1.180 -0.353
C -1.163 -0.235 0.413
N -0.664 0.900 0.693
H 1.556 -0.949 -1.098
H -2.141 -0.544 0.738


Most stable one: arrangement 2, least stable one: arrangement 1.